Entry 1:
64
Properties=species:S:1:pos:R:3:forces:R:3 method="wB97M-V/def2-TZVPD" spin_multiplicity=1 relative_energy_kj_mol=95.0 charge=0 homo_lumo_gap_ev=9.787 smiles="O=C1O[C@@H](F)[C@@H](c2ccncc2)O1.ClCCl.ClCCl.ClCCl.ClCCl.ClCCl.ClCCl.ClCCl.ClCCl.ClCCl" max_force_ev_per_a=5.376 energy_ha=-9325.8704
O -1.38505 1.27896 -1.32450 0.1197 0.2433 -0.7620
C -0.85437 0.42768 -0.71636 -0.2081 -0.5457 1.0556
O -1.14522 0.26480 0.66336 0.4035 -1.1235 -1.1501
C -0.67630 -1.04121 0.95927 1.4649 0.6879 0.1921
F -1.65116 -1.93111 0.56467 1.0541 0.2818 0.3522
C 0.61375 -0.99843 0.08343 0.4868 -1.1165 0.5825
C 1.49048 -2.25557 0.04713 0.8592 -2.0894 -0.7139
C 2.29285 -2.65817 -1.07356 -0.7167 0.1681 1.1757
C 3.07606 -3.84288 -0.99225 1.5455 0.4801 -1.2472
N 3.25456 -4.72099 0.03070 -2.0050 4.9878 -0.0125
C 2.48507 -4.27592 1.06861 0.0018 -0.3942 1.5081
C 1.62033 -3.15813 1.16501 0.0458 0.7578 -1.2126
O 0.05879 -0.51128 -1.15473 -0.5668 0.9679 0.8164
H -0.36188 -1.18201 2.01456 -0.9871 0.2648 -0.4535
H 1.27476 -0.17906 0.46401 -0.6259 -0.5667 0.1213
H 2.30009 -2.04965 -1.99813 0.0445 -0.5888 0.6183
H 3.65692 -4.11183 -1.93672 -0.4412 1.5773 2.2872
H 2.55668 -4.90570 1.98627 -0.1060 0.6062 -0.7366
H 1.04835 -2.97892 2.09511 0.5555 -0.3273 -0.6042
Cl 3.31263 -6.30219 -5.71320 -0.0768 -0.0194 -0.0415
C 2.17610 -6.11638 -4.37248 -0.0248 -0.3104 -0.0725
Cl 3.00160 -5.60737 -2.88733 -0.8607 -1.6867 -1.7234
H 1.43988 -5.36331 -4.63721 0.1543 0.0413 0.0477
H 1.68410 -7.06852 -4.19412 0.1186 0.0341 -0.0092
Cl -3.05189 3.02645 4.17725 -0.1923 0.4501 -0.2081
C -2.09068 2.54967 2.77706 -0.2472 -0.0882 -0.1626
Cl -0.37439 2.41024 3.19207 0.0980 -0.1138 -0.0177
H -2.44437 1.58725 2.41873 0.0895 0.0218 0.1091
H -2.20484 3.29856 1.99788 0.0620 -0.0016 0.0978
Cl -0.56155 7.13314 3.28593 0.0103 -0.0597 0.0561
C 0.26304 5.83022 2.42345 -0.0425 -0.0275 0.1174
Cl 0.64267 6.29908 0.76013 0.0242 -0.1805 -0.0517
H 1.18702 5.59340 2.94243 -0.0404 0.0974 -0.0672
H -0.38238 4.95752 2.40283 0.0454 0.1866 -0.0608
Cl 1.31294 10.80525 -0.95884 0.0005 0.0002 0.0873
C 2.15836 9.25477 -0.88510 -0.0006 -0.0625 0.1177
Cl 2.60392 8.68650 -2.49913 0.0448 -0.0830 0.0293
H 3.06084 9.37419 -0.29297 -0.0325 0.0672 -0.1242
H 1.50594 8.52048 -0.42277 0.0004 0.1366 -0.1204
Cl 2.69785 -6.97012 0.59536 -0.0071 -2.3271 -0.2281
C 2.86422 -8.71950 0.38918 -0.1640 0.0375 0.1170
Cl 2.16317 -9.61276 1.75102 0.0139 -0.1813 -0.0162
H 2.35343 -9.01546 -0.52275 -0.0562 0.0413 0.1189
H 3.91999 -8.96420 0.31733 -0.0675 0.0607 0.1219
Cl -6.97418 -0.79053 4.54718 -0.0100 0.0501 0.0133
C -6.03360 0.31090 3.53514 -0.0800 0.2252 0.0732
Cl -4.73985 -0.54512 2.68435 0.0968 0.0662 -0.0910
H -6.69307 0.76737 2.80306 0.0410 -0.1484 0.0010
H -5.59118 1.07801 4.16561 0.0518 -0.1387 0.0051
Cl -3.01939 4.09442 -3.76270 -0.0342 -0.0530 0.0134
C -1.44025 3.29839 -3.77677 -0.0243 -0.1671 0.1212
Cl -0.14678 4.44546 -4.16029 0.1140 -0.0478 -0.0557
H -1.25196 2.87082 -2.79694 -0.0435 0.1829 -0.1476
H -1.44810 2.51360 -4.52650 -0.0077 0.1529 -0.0235
Cl -4.30974 0.06793 7.35624 -0.0428 -0.0419 -0.0176
C -3.34026 -0.78289 6.14806 -0.0117 -0.2104 -0.0273
Cl -2.13301 0.28758 5.42340 0.1574 -0.4564 0.0878
H -2.83159 -1.61465 6.62645 0.0050 0.1437 0.0480
H -3.99769 -1.15178 5.36537 0.0199 0.1304 0.0301
Cl 0.42757 0.75081 -5.71366 -0.0526 0.0185 0.0457
C 1.38663 1.82492 -6.74075 0.0357 0.2092 -0.0437
Cl 2.68552 0.94625 -7.55561 0.0059 0.0606 -0.0249
H 0.73660 2.26674 -7.48998 0.0179 -0.1415 0.0292
H 1.82205 2.60425 -6.12230 -0.0123 -0.1384 0.0299



Entry 2:
17
Properties=species:S:1:pos:R:3:forces:R:3 method="wB97M-V/def2-TZVPD" spin_multiplicity=1 relative_energy_kj_mol=308.8 charge=0 homo_lumo_gap_ev=9.284 max_force_ev_per_a=4.332 energy_ha=-561.0986
C -2.73890 -2.36765 -1.13607 -0.6635 -0.5671 -0.2448
C -1.95351 -1.50688 -0.85565 2.8847 2.9616 1.2952
C 1.01509 0.46194 -1.63172 -0.4629 -0.1284 0.5668
C -0.69923 1.95639 0.61549 -0.1124 -0.7035 -0.3779
C 0.81889 -0.76597 1.28807 -0.3296 -0.0330 -0.1739
O 2.03822 -0.08892 1.57015 0.3114 0.4076 -0.0625
Si -0.00658 0.32467 -0.04397 -1.0609 -1.5441 -0.8239
H -3.46800 -3.08284 -1.40223 -0.1972 -0.2919 -0.0871
H 0.43944 0.92678 -2.42572 -0.1644 0.0852 -0.0538
H 1.90704 1.06168 -1.46482 0.0788 0.1250 0.1793
H 1.33217 -0.51591 -1.98430 -0.0608 -0.1473 0.0888
H -1.55299 1.79177 1.26694 -0.0682 -0.0965 0.0863
H 0.06134 2.48811 1.18557 0.2159 -0.1246 0.0166
H -1.02295 2.59893 -0.19867 -0.0126 0.0195 -0.1362
H 1.00799 -1.77369 0.90667 -0.1671 0.0531 -0.1494
H 0.21655 -0.86619 2.19752 -0.1732 0.0369 -0.1577
H 2.60545 -0.64223 2.11275 -0.0178 -0.0526 0.0342



Entry 3:
43
Properties=species:S:1:pos:R:3:forces:R:3 method="wB97M-V/def2-TZVPD" spin_multiplicity=1 charge=-2 homo_lumo_gap_ev=2.856 max_force_ev_per_a=4.419 energy_ha=-4038.8843
C 2.51648 0.70632 0.21552 -0.3042 -0.3134 -1.4907
C 2.06599 1.57635 -0.81130 -0.2317 -1.4648 -0.0605
C 1.60366 0.78504 -1.89299 1.1069 -0.6812 1.1071
C 2.15415 3.04630 -0.79427 -0.1165 0.5125 0.0490
C 1.87444 -0.57984 -1.58192 0.0792 1.1956 1.0579
C 2.42397 -0.62909 -0.26758 -0.3746 1.2685 -0.6223
C 2.88797 -1.82036 0.46475 0.1286 -0.2129 0.1462
C 3.11399 1.14680 1.48924 0.0751 0.1075 0.3017
C 1.04065 1.30905 -3.14962 -0.1640 0.3517 -0.2218
C 1.78056 -1.72230 -2.50659 0.0029 -0.2641 -0.0730
Zr -1.18698 -1.77236 1.83569 1.6668 2.7445 -3.0353
Cl -1.17041 2.68014 -0.69843 -0.7373 0.0314 0.1219
Cl 0.39024 -0.54563 3.13150 -0.1713 -0.1272 0.3028
O -0.26743 -2.08339 0.17098 -1.1218 -0.6425 0.4721
H 1.89946 3.44370 0.19344 -0.0153 0.1571 -0.0508
H 1.45480 3.49160 -1.50726 0.0599 0.0303 0.1098
H 3.17455 3.38035 -1.04204 0.0383 0.1798 -0.0019
H 0.30626 2.09221 -2.91146 0.0912 -0.0917 -0.2428
H 0.52777 0.51931 -3.70913 -0.0009 0.0709 -0.1452
H 1.84099 1.72739 -3.78135 -0.2184 0.0729 -0.2726
H 0.97042 -1.57669 -3.23125 0.0389 -0.1921 -0.1164
H 1.59812 -2.64646 -1.94111 -0.0243 -0.1074 -0.2763
H 2.72803 -1.83574 -3.06280 -0.2005 -0.2861 -0.1829
H 2.56378 -2.72821 -0.05228 0.1018 -0.1340 0.1546
H 2.47818 -1.83816 1.48742 0.1661 -0.1769 -0.0305
H 3.98977 -1.82468 0.53365 -0.0383 -0.2915 0.1851
H 2.73633 2.13869 1.76423 0.1371 -0.0421 0.0713
H 4.21052 1.19993 1.41747 0.1401 0.0979 0.2464
H 2.85885 0.46463 2.30269 0.1276 -0.0433 0.1748
H -0.65942 -1.88787 -0.71713 0.9489 0.0004 0.8405
O -1.67812 -3.37323 2.67137 -0.9287 -3.1205 1.1137
H -1.79071 -4.33193 2.84166 0.1980 1.3332 -0.2808
Cl -1.87263 -1.04035 -2.16787 -0.3497 0.1329 0.1376
C -3.05356 -0.58948 -0.97338 -0.7458 0.1875 0.3651
C -2.77460 -0.69605 0.39278 0.2924 -0.0207 0.9961
C -3.67448 -0.16317 1.30270 -0.6472 -0.1760 -1.4941
Cl -3.15843 -0.21595 3.01306 -0.4486 0.0874 -0.3218
C -4.93651 0.32054 0.91983 0.5226 -0.2133 -0.7238
Cl -6.05025 0.88155 2.09555 -0.2739 0.1363 0.1903
C -5.27546 0.29693 -0.45928 1.4180 -0.4872 0.6338
Cl -6.84901 0.73548 -0.96236 -0.2761 0.1926 -0.0690
C -4.31378 -0.13509 -1.41233 0.2349 0.1208 1.1166
Cl -4.68606 -0.12021 -3.08298 -0.1861 0.0770 -0.1820



Entry 4:
17
Properties=species:S:1:pos:R:3:forces:R:3 method="wB97M-V/def2-TZVPD" spin_multiplicity=1 relative_energy_kj_mol=75.0 charge=0 homo_lumo_gap_ev=8.461 smiles="[H]/N=C(/N)N[C@@H](C)C=S" max_force_ev_per_a=1.939 energy_ha=-720.2448
H 0.73187 1.26584 0.05700 1.3902 0.1367 -0.6348
N 1.66003 1.04391 -0.39615 -1.4310 -0.0412 1.3074
C 1.69120 -0.21777 -0.58418 -0.6636 -0.1106 -1.0021
N 2.81466 -0.84757 -1.06480 1.5616 0.0620 -0.7054
N 0.65360 -1.12750 -0.53563 -1.4333 0.5794 0.5422
C -0.59986 -0.87619 0.22763 1.6269 0.4869 0.8175
C -0.30636 -0.75857 1.75545 -0.6567 -0.4791 -1.4795
C -1.27931 0.35080 -0.29824 -0.6067 0.1278 -0.7913
S -2.35913 1.33882 0.39101 0.5223 -0.5226 -0.0083
H 2.67213 -1.42263 -1.88646 -0.3378 -0.1693 0.2458
H 3.51759 -0.16888 -1.32701 0.0682 0.1184 0.3231
H 0.93479 -2.08423 -0.57800 0.1203 -0.3614 0.1699
H -1.22886 -1.73620 -0.00243 -0.2232 0.0064 0.1750
H -1.27273 -0.66206 2.22501 -0.1251 0.1098 0.5398
H 0.15812 -1.69932 2.02468 0.2661 0.0772 0.4903
H 0.30956 0.12182 1.94672 0.0202 -0.2880 0.1213
H -1.00838 0.49314 -1.34355 -0.0984 0.2676 -0.1109



Entry 5:
19
Properties=species:S:1:pos:R:3:forces:R:3 method="wB97M-V/def2-TZVPD" spin_multiplicity=1 relative_energy_kj_mol=111.0 charge=0 homo_lumo_gap_ev=8.514 smiles=CSSC.O.O.O max_force_ev_per_a=1.962 energy_ha=-1105.4593
C 2.18502 -0.69348 0.50974 1.2321 1.2328 -0.4162
S 1.21914 -1.22962 -0.89563 0.0460 -1.9239 0.3814
S 0.33537 0.34096 -1.85545 0.3110 1.9286 0.1283
C 0.78078 1.76330 -0.72197 -0.2770 -0.9232 -0.7914
H 2.70239 -1.53849 0.96519 -0.5839 -0.2784 -0.0894
H 1.69490 -0.06842 1.24964 -0.3632 -0.3275 0.1146
H 3.00236 -0.10746 0.08566 0.1121 0.1502 0.2093
H 1.84425 1.74275 -0.51030 -0.0379 -0.0789 0.1369
H 0.16032 1.62623 0.15632 0.1375 0.4487 0.1735
H 0.58048 2.68490 -1.26340 -0.3266 -0.0863 0.0611
O -0.25633 0.49120 3.14111 -0.0491 -0.5428 -0.1326
H -0.83652 -0.25058 2.92192 0.1704 -0.1096 0.1768
H -0.62622 1.19396 2.61347 -0.1607 0.6409 -0.1249
O -3.16057 1.76034 1.06246 0.2071 -0.5968 0.1121
H -2.73645 0.89027 1.10549 0.1462 0.1658 -0.1578
H -4.08202 1.49243 1.02666 -0.2954 0.2886 -0.0276
O -1.65259 -1.67383 0.40124 0.2627 0.6805 0.2888
H -0.81713 -1.22907 0.16504 -0.2208 -0.0983 0.2172
H -1.63056 -2.37569 -0.24281 -0.3105 -0.5702 -0.2600



What did the fourth record say?
17
Properties=species:S:1:pos:R:3:forces:R:3 method="wB97M-V/def2-TZVPD" spin_multiplicity=1 relative_energy_kj_mol=75.0 charge=0 homo_lumo_gap_ev=8.461 smiles="[H]/N=C(/N)N[C@@H](C)C=S" max_force_ev_per_a=1.939 energy_ha=-720.2448
H 0.73187 1.26584 0.05700 1.3902 0.1367 -0.6348
N 1.66003 1.04391 -0.39615 -1.4310 -0.0412 1.3074
C 1.69120 -0.21777 -0.58418 -0.6636 -0.1106 -1.0021
N 2.81466 -0.84757 -1.06480 1.5616 0.0620 -0.7054
N 0.65360 -1.12750 -0.53563 -1.4333 0.5794 0.5422
C -0.59986 -0.87619 0.22763 1.6269 0.4869 0.8175
C -0.30636 -0.75857 1.75545 -0.6567 -0.4791 -1.4795
C -1.27931 0.35080 -0.29824 -0.6067 0.1278 -0.7913
S -2.35913 1.33882 0.39101 0.5223 -0.5226 -0.0083
H 2.67213 -1.42263 -1.88646 -0.3378 -0.1693 0.2458
H 3.51759 -0.16888 -1.32701 0.0682 0.1184 0.3231
H 0.93479 -2.08423 -0.57800 0.1203 -0.3614 0.1699
H -1.22886 -1.73620 -0.00243 -0.2232 0.0064 0.1750
H -1.27273 -0.66206 2.22501 -0.1251 0.1098 0.5398
H 0.15812 -1.69932 2.02468 0.2661 0.0772 0.4903
H 0.30956 0.12182 1.94672 0.0202 -0.2880 0.1213
H -1.00838 0.49314 -1.34355 -0.0984 0.2676 -0.1109